Computed, not measured: a single C9H10ClNO2 molecule at a distorted geometry, with the ωB97M-V functional and the def2-TZVPD basis.

Values from the calculation:
- SMILES string: OCC/N=C\c1cc(Cl)ccc1O
- Gap between HOMO and LUMO: 0.330 Ha
- Spin multiplicity: 1
- Relative energy (zero: lowest compared OMol25 entry of this formula, charge and spin): 330.3 kJ/mol

Each line ends with the Mulliken charge.
Element x y z (Å)
O (4.31028, -0.93488, -0.02651)  -0.525
C (3.20393, -1.05299, -1.03584)  -0.635
C (1.87391, -0.34669, -0.44016)  -0.068
N (1.63045, -0.70630, 0.93054)  -0.425
C (0.44689, -0.41874, 1.38814)  -0.403
C (-0.80682, 0.07641, 0.72529)  0.231
C (-2.00957, -0.76301, 0.69756)  -0.470
C (-3.14500, -0.48298, 0.06116)  0.288
Cl (-4.38548, -1.68386, -0.18496)  -0.215
C (-3.35472, 0.81863, -0.43155)  -0.394
C (-2.27128, 1.68605, -0.30221)  -0.475
C (-0.97443, 1.37551, 0.13079)  0.667
O (-0.11946, 2.41108, 0.18526)  -0.629
H (3.77112, -1.06489, 0.73957)  0.386
H (2.96565, -2.12111, -1.28075)  0.247
H (3.44649, -0.62995, -1.95472)  0.406
H (1.00716, -0.65446, -1.16658)  0.279
H (2.02429, 0.84021, -0.58772)  0.058
H (0.11651, -0.59455, 2.46138)  0.374
H (-1.95591, -1.70795, 1.37244)  0.282
H (-4.28369, 1.15829, -1.02696)  0.295
H (-2.39346, 2.69656, -0.69495)  0.336
H (0.90316, 2.09961, 0.44078)  0.390

---

Computed, not measured: 12 unconnected molecules or ions with the total composition C4H30O12 at a distorted geometry, with the ωB97M-V functional and the def2-TZVPD basis.

Values from the calculation:
- SMILES string: C/C=C(/C)O.O.O.O.O.O.O.O.O.O.O.O
- Gap between HOMO and LUMO: 0.318 Ha
- Spin multiplicity: 1
- Relative energy (zero: lowest compared OMol25 entry of this formula, charge and spin): 109.2 kJ/mol

Each line ends with the Mulliken charge.
Element x y z (Å)
C (-0.14674, 2.76958, 0.05669)  -1.015
C (0.22987, 1.46776, 0.76631)  -1.200
C (1.51276, 1.32654, 1.12154)  1.041
C (2.14140, 0.22960, 1.89391)  -0.965
O (2.37819, 2.34894, 0.82172)  -0.560
H (-0.33412, 3.60727, 0.72695)  0.375
H (-1.02468, 2.58329, -0.56143)  0.104
H (0.66519, 3.01221, -0.62473)  0.372
H (-0.52898, 0.72410, 0.97482)  1.018
H (1.55637, -0.08194, 2.77179)  0.366
H (3.07760, 0.54665, 2.32971)  0.506
H (2.23759, -0.75733, 1.43634)  -0.188
H (3.27268, 1.99284, 0.71834)  0.337
O (-3.03452, 2.41888, -2.20184)  -0.652
H (-2.51670, 3.18883, -2.46167)  0.287
H (-2.56511, 1.59100, -2.41656)  0.430
O (-2.81699, -0.11317, 0.45897)  -0.562
H (-3.51384, 0.54512, 0.44108)  0.291
H (-2.85415, -0.70698, -0.30929)  0.307
O (-2.39814, -0.13833, -3.07246)  -0.740
H (-2.36683, -1.02624, -2.68046)  0.388
H (-1.47397, 0.03237, -3.30172)  0.320
O (4.01230, 0.39507, -1.29854)  -0.605
H (3.77805, -0.52305, -1.11922)  0.307
H (3.69480, 0.56556, -2.19009)  0.289
O (-1.70455, -1.27751, 3.13201)  -0.664
H (-1.10178, -1.60548, 3.81489)  0.316
H (-1.58826, -0.32839, 3.32571)  0.326
O (-0.51977, 1.52268, 3.86393)  -0.671
H (0.13369, 2.17329, 4.15508)  0.323
H (-0.69247, 1.85249, 2.97148)  0.318
O (0.13933, 0.50907, -1.98583)  -0.524
H (-0.41251, 0.48629, -1.19408)  0.245
H (0.79357, 1.21301, -1.96049)  0.240
O (-2.18187, -2.13677, -1.31957)  -0.667
H (-2.73584, -2.91770, -1.45342)  0.281
H (-1.28024, -2.46470, -1.44688)  0.290
O (0.77437, -2.14723, -3.34999)  -0.634
H (1.42804, -2.74747, -2.98194)  0.297
H (0.78662, -1.24645, -3.00969)  0.322
O (-0.01103, -2.89361, 1.29779)  -0.651
H (-0.16163, -2.88075, 0.34620)  0.272
H (-0.45445, -2.09386, 1.63021)  0.378
O (2.79613, -2.83599, 0.76930)  -0.636
H (2.61277, -3.77725, 0.68600)  0.298
H (2.03976, -2.51872, 1.29113)  0.289

---

Computed, not measured: 16 unconnected molecules or ions with the total composition C16H64N32O16 at a distorted geometry, with the ωB97M-V functional and the def2-TZVPD basis.

Values from the calculation:
- Gap between HOMO and LUMO: 0.278 Ha
- Spin multiplicity: 1
- Relative energy (zero: lowest compared OMol25 entry of this formula, charge and spin): 823.4 kJ/mol

Each line ends with the Mulliken charge.
Element x y z (Å)
C (-1.48394, -0.91331, 3.23746)  0.275
O (-0.55068, -1.43513, 2.61544)  -0.349
N (-2.17061, 0.13662, 2.81111)  -0.112
N (-1.90765, -1.24941, 4.46833)  -0.462
H (-2.95799, 0.53695, 3.30086)  0.251
H (-1.88658, 0.42222, 1.88490)  -0.142
H (-1.42211, -2.01613, 4.91160)  0.266
H (-2.70811, -0.76100, 4.84360)  0.134
C (0.02890, -0.08297, -0.60426)  0.498
O (0.16057, 0.44332, -1.68447)  1.230
N (0.49147, 0.41054, 0.51724)  1.576
N (-0.34815, -1.33329, -0.40229)  1.627
H (0.91462, 1.30868, 0.70264)  -0.491
H (0.69988, -0.23225, 1.26790)  -0.672
H (-0.58927, -1.71063, -1.30759)  -1.077
H (-0.54412, -1.72954, 0.50583)  -0.184
C (-4.01221, 1.16699, -0.97618)  0.612
O (-4.44558, 2.29163, -1.00487)  -0.719
N (-3.01653, 0.87661, -0.21215)  0.353
N (-4.64160, 0.18989, -1.57731)  -0.160
H (-2.55859, -0.01578, -0.33066)  -0.321
H (-2.47898, 1.67679, 0.08927)  -0.142
H (-5.42486, 0.33957, -2.19715)  0.234
H (-4.24819, -0.73869, -1.52193)  -0.186
C (-2.05740, 4.57318, 0.77850)  0.371
O (-3.19613, 4.74624, 0.32541)  -0.717
N (-1.58945, 4.97725, 1.89591)  -0.266
N (-1.06545, 4.07627, 0.05509)  -0.070
H (-2.33218, 5.50665, 2.32970)  0.262
H (-0.67869, 5.38379, 2.05514)  0.187
H (-0.36995, 3.56532, 0.57979)  0.000
H (-1.27543, 3.92518, -0.92123)  0.163
C (-1.61716, -5.02989, -0.73251)  0.159
O (-0.87590, -5.65649, -1.45145)  -0.725
N (-2.86455, -5.13436, -0.69544)  -0.221
N (-1.19047, -4.16469, 0.15312)  0.168
H (-3.39718, -4.60768, -0.01792)  0.067
H (-3.37589, -5.72511, -1.33547)  0.269
H (-1.86193, -3.47455, 0.45798)  0.111
H (-0.20517, -4.26249, 0.35242)  0.016
C (-2.16444, -1.95112, -3.49944)  0.368
O (-2.00176, -0.87410, -3.95836)  -0.701
N (-1.18909, -2.47187, -2.85112)  0.026
N (-3.12158, -2.82307, -3.66838)  -0.359
H (-0.35640, -1.90228, -2.80320)  -0.344
H (-1.34508, -3.29919, -2.29317)  0.051
H (-3.86700, -2.60757, -4.31492)  0.288
H (-2.98418, -3.76667, -3.33547)  0.131
C (4.02698, 0.73715, 2.51398)  0.445
O (3.36993, -0.26396, 2.26315)  -0.482
N (3.61648, 1.64676, 3.36944)  -0.025
N (5.18213, 0.96406, 1.92960)  -0.464
H (4.22952, 2.44193, 3.47897)  0.216
H (2.85479, 1.46754, 4.00802)  -0.136
H (5.34959, 0.41515, 1.09849)  0.177
H (5.67452, 1.84335, 1.99666)  0.191
C (1.04205, 1.09643, -5.93780)  0.390
O (1.76088, 0.73213, -6.81259)  -0.728
N (0.87725, 0.51736, -4.78647)  -0.110
N (0.22499, 2.13420, -6.01701)  -0.368
H (1.41142, -0.30687, -4.55108)  0.100
H (-0.00009, 0.58012, -4.29005)  0.079
H (-0.39024, 2.47121, -5.29037)  0.268
H (0.26061, 2.75221, -6.81507)  0.166
C (2.34818, -3.89716, 1.60067)  0.630
O (1.62199, -4.78866, 1.34393)  -0.804
N (3.61203, -3.84412, 1.54258)  -0.398
N (1.93017, -2.82894, 2.13065)  0.109
H (4.06017, -4.74737, 1.60102)  0.288
H (3.91754, -3.12187, 2.17906)  0.196
H (2.53746, -2.02192, 2.12801)  0.232
H (0.96164, -2.81565, 2.41676)  -0.020
C (2.21971, 3.63947, -0.01944)  0.239
O (1.45692, 3.04037, 0.73012)  0.139
N (2.03147, 3.76649, -1.32679)  -0.218
N (3.16475, 4.39088, 0.35343)  -0.419
H (1.38135, 3.14885, -1.79150)  -0.342
H (2.54149, 4.47459, -1.83529)  0.169
H (3.70054, 4.83171, -0.38053)  0.146
H (3.52983, 4.33434, 1.29344)  0.262
C (4.31880, 0.13661, -1.54741)  0.404
O (5.38037, 0.72005, -1.52900)  -0.770
N (3.24744, 0.53455, -2.16456)  0.515
N (4.03257, -1.02568, -0.97857)  0.146
H (3.23074, 1.40146, -2.68254)  0.135
H (2.45914, -0.08288, -2.03246)  -1.012
H (4.82163, -1.50741, -0.57183)  0.229
H (3.16198, -1.49226, -1.18948)  -0.053
C (-1.44930, 3.29529, -3.30860)  0.404
O (-0.64082, 3.73992, -2.50079)  -0.668
N (-2.45665, 3.98464, -3.70286)  -0.287
N (-1.59420, 2.01236, -3.64058)  0.446
H (-2.67330, 4.84766, -3.22499)  0.303
H (-3.20529, 3.50699, -4.18400)  0.131
H (-1.07021, 1.33106, -3.11015)  -0.825
H (-2.40391, 1.71549, -4.16627)  0.061
C (2.02809, -2.37638, -3.57768)  0.428
O (1.32948, -1.71912, -2.90832)  -0.480
N (3.22837, -1.99261, -3.96532)  -0.327
N (1.73869, -3.54409, -3.98954)  -0.424
H (3.66343, -2.57443, -4.66697)  0.135
H (3.50052, -1.05955, -3.69067)  0.281
H (0.86179, -3.92292, -3.66145)  0.188
H (2.49276, -4.07509, -4.40124)  0.153
C (-4.52489, -2.67501, 0.80113)  0.436
O (-3.34903, -2.38866, 0.48255)  -0.295
N (-4.99412, -2.82936, 1.98602)  -0.379
N (-5.49731, -2.80713, -0.06077)  -0.450
H (-5.97564, -3.06221, 2.03614)  0.122
H (-4.54200, -2.54672, 2.84381)  0.208
H (-5.10348, -2.78629, -0.99059)  0.224
H (-6.25909, -3.40648, 0.22308)  0.212
C (0.69200, 3.88689, 4.05249)  0.356
O (0.94336, 4.98983, 3.65139)  -0.693
N (0.28840, 2.83598, 3.34957)  0.079
N (0.59179, 3.60154, 5.34469)  -0.376
H (0.48792, 1.93344, 3.75665)  0.145
H (0.44943, 2.80106, 2.35310)  -0.101
H (0.78569, 4.36616, 5.97544)  0.243
H (0.73270, 2.64480, 5.63605)  0.233
C (1.50875, -0.21984, 5.62350)  0.741
O (1.70907, 0.94108, 5.43524)  -0.815
N (1.07348, -0.69262, 6.70864)  -0.466
N (1.65919, -1.14228, 4.72794)  -0.058
H (0.58887, -0.01577, 7.28060)  0.238
H (1.10170, -1.68578, 6.89013)  0.186
H (1.93962, -0.92136, 3.78313)  -0.346
H (1.26856, -2.04943, 4.93911)  0.238

---

Computed, not measured: 2 unconnected molecules or ions with the total composition C2H3Cl2NS at a distorted geometry, with the ωB97M-V functional and the def2-TZVPD basis.

Values from the calculation:
- Gap between HOMO and LUMO (alpha / beta): 0.242 / 0.311 Ha
- Spin multiplicity: 1
- Relative energy (zero: lowest compared OMol25 entry of this formula, charge and spin): 445.3 kJ/mol

Each line ends with the Mulliken charge.
Element x y z (Å)
C (-1.41135, 0.81761, -0.43905)  0.038
C (1.79945, -0.40797, 0.31766)  -0.093
N (1.47492, 0.74406, 0.01398)  -0.433
S (-2.30603, -0.28654, 0.47938)  0.056
Cl (-1.92561, 2.36565, -0.61640)  -0.122
Cl (-1.71757, -2.03074, -0.20915)  -0.127
H (-0.16270, 0.84369, -0.17534)  0.266
H (1.31977, -1.36435, 0.22671)  0.192
H (2.92912, -0.68140, 0.40222)  0.222